Entry 1:
C5H13NO2S | ωB97M-V/def2-TZVPD

Element x y z (Å)
C  1.683  -0.476  1.820
C  -2.414  -0.193  0.406
C  0.014  -0.497  -1.878
C  1.045  -1.201  0.706
C  -1.346  0.784  -0.178
N  -0.015  0.336  -0.659
O  0.795  2.995  -1.130
O  2.540  1.229  -0.773
S  1.304  1.918  -0.309
H  0.975  0.321  2.370
H  1.898  -1.207  2.577
H  2.618  -0.085  1.418
H  -2.212  -0.369  1.422
H  -3.317  0.336  0.336
H  -2.282  -1.191  0.076
H  -0.424  0.068  -2.691
H  1.116  -0.829  -2.062
H  -0.579  -1.426  -1.791
H  0.045  -1.644  0.854
H  1.552  -1.681  -0.151
H  -1.101  1.488  0.654
H  -1.894  1.324  -1.017

Computed properties:
**Frontier orbital gap (alpha / beta)**: 7.860 / 7.863 eV
**Highest occupied orbital energy (alpha / beta)**: -0.318 / -0.318 Ha
**LUMO (alpha / beta)**: -0.78 / -0.78 eV
**Energy above the lowest of the compared OMol25 structures with the same formula, charge and spin**: 103.4 kcal per mole

---

Entry 2:
C5H13NO2Si | ωB97M-V/def2-TZVPD

Element x y z (Å)
C  2.557  0.269  1.486
C  1.455  0.892  1.137
Si  0.036  0.302  0.090
N  -1.324  -0.562  0.816
C  -1.731  -1.934  0.647
O  0.520  -0.335  -1.340
C  1.701  -1.107  -1.659
O  -0.560  2.103  -0.394
C  -1.861  2.263  -0.728
H  3.239  0.618  2.193
H  2.709  -0.690  0.975
H  1.392  2.053  1.357
H  -1.484  -0.208  1.765
H  -1.332  -2.805  1.197
H  -2.817  -2.046  0.815
H  -1.750  -2.193  -0.438
H  1.519  -1.839  -2.381
H  2.161  -1.469  -0.728
H  2.371  -0.421  -2.142
H  -2.608  1.851  0.011
H  -2.244  1.914  -1.740
H  -1.947  3.344  -0.938

Computed properties:
**Frontier orbital gap**: 9.850 eV
**Highest occupied orbital energy**: -0.334 Ha
**LUMO**: 0.75 eV
**Energy above the lowest of the compared OMol25 structures with the same formula, charge and spin**: 41.4 kcal per mole
**SMILES**: C=C[Si](NC)(OC)OC

---

Entry 3:
C5H13NO3 | ωB97M-V/def2-TZVPD

Element x y z (Å)
C  -1.348  -0.245  0.326
C  -0.132  -1.960  -0.864
C  0.995  1.382  -0.186
C  -2.401  0.806  0.287
C  2.151  -0.038  -0.552
N  -1.106  -1.063  -0.737
O  -0.744  -0.576  1.528
O  0.359  -2.638  0.204
O  0.899  1.592  1.209
H  -0.162  0.184  1.763
H  0.153  -2.097  0.996
H  1.779  1.505  1.591
H  -1.572  -0.793  -1.592
H  -0.025  -2.472  -1.805
H  0.055  1.645  -0.667
H  1.685  2.108  -0.625
H  -3.176  0.614  1.034
H  -1.973  1.788  0.517
H  -2.881  0.871  -0.690
H  2.978  0.402  0.008
H  2.384  0.020  -1.613
H  2.083  -1.036  -0.132

Computed properties:
**Frontier orbital gap (alpha / beta)**: 6.159 / 6.203 eV
**Highest occupied orbital energy (alpha / beta)**: -0.201 / -0.203 Ha
**LUMO (alpha / beta)**: 0.69 / 0.69 eV
**Energy above the lowest of the compared OMol25 structures with the same formula, charge and spin**: 124.3 kcal per mole

---

Entry 4:
C5H13NO3S | ωB97M-V/def2-TZVPD

Element x y z (Å)
C  -1.357  2.107  -0.214
C  -1.065  -2.047  -0.686
C  -0.081  1.437  0.409
C  -0.309  -0.806  -0.798
C  0.587  -0.676  1.478
N  -0.288  -0.092  0.518
O  2.699  -1.343  -0.432
O  2.391  0.957  -1.178
O  2.220  0.431  1.335
S  3.103  0.070  -0.180
H  -2.273  2.126  0.350
H  -0.957  3.150  -0.321
H  -1.523  1.704  -1.229
H  -0.868  -2.625  0.103
H  -2.181  -1.962  -0.521
H  -0.876  -2.537  -1.644
H  -0.163  1.798  1.502
H  0.647  1.625  -0.360
H  -0.656  -0.154  -1.528
H  0.768  -0.998  -1.182
H  0.991  -1.605  1.257
H  0.476  -0.550  2.520
H  -1.283  -0.011  0.802

Computed properties:
**Frontier orbital gap (alpha / beta)**: 8.111 / 8.110 eV
**Highest occupied orbital energy (alpha / beta)**: -0.300 / -0.300 Ha
**LUMO (alpha / beta)**: -0.06 / -0.06 eV
**Energy above the lowest of the compared OMol25 structures with the same formula, charge and spin**: 102.1 kcal per mole

---

Copy entry 3 word for word.
C5H13NO3 | ωB97M-V/def2-TZVPD

Element x y z (Å)
C  -1.348  -0.245  0.326
C  -0.132  -1.960  -0.864
C  0.995  1.382  -0.186
C  -2.401  0.806  0.287
C  2.151  -0.038  -0.552
N  -1.106  -1.063  -0.737
O  -0.744  -0.576  1.528
O  0.359  -2.638  0.204
O  0.899  1.592  1.209
H  -0.162  0.184  1.763
H  0.153  -2.097  0.996
H  1.779  1.505  1.591
H  -1.572  -0.793  -1.592
H  -0.025  -2.472  -1.805
H  0.055  1.645  -0.667
H  1.685  2.108  -0.625
H  -3.176  0.614  1.034
H  -1.973  1.788  0.517
H  -2.881  0.871  -0.690
H  2.978  0.402  0.008
H  2.384  0.020  -1.613
H  2.083  -1.036  -0.132

Computed properties:
**Frontier orbital gap (alpha / beta)**: 6.159 / 6.203 eV
**Highest occupied orbital energy (alpha / beta)**: -0.201 / -0.203 Ha
**LUMO (alpha / beta)**: 0.69 / 0.69 eV
**Energy above the lowest of the compared OMol25 structures with the same formula, charge and spin**: 124.3 kcal per mole

---

- What is the energy above the lowest of the compared OMol25 structures with the same formula, charge and spin in the second record?
  41.4 kcal per mole

---

- Among the records above, which one has the highest energy above the lowest of the compared OMol25 structures with the same formula, charge and spin?
  C5H13NO3